The following is a DFT calculation (wB97M-V/def2-TZVPD) of C4H5NS in the gas phase in a non-equilibrium geometry.

Results
Relative energy (zero: lowest compared OMol25 entry of this formula, charge and spin) ... 0.097 eV
Total energy ... -608.34711 Eh
Kohn-Sham gap ... 8.83 eV
Charge ... 0

Positions of all 11 atoms, in Å:
S1 0.66921 -2.33060 1.39260
C1 0.33322 -0.94509 0.56071
C2 -1.02685 -0.30393 0.32475
C3 -0.69689 0.91968 -0.48924
C4 0.62567 0.95755 -0.68826
N1 1.22747 -0.14466 -0.06278
H1 -1.68621 -1.00989 -0.19538
H2 -1.47735 -0.04359 1.28952
H3 -1.40761 1.63795 -0.87963
H4 1.24371 1.64029 -1.21247
H5 2.19563 -0.37771 -0.03981